The following is a quantum chemistry calculation of a structure of composition C11H26N4O6SY, from the Open Molecules 2025 dataset.

Properties
**E_LUMO**: -0.1914 hartree
**Spin multiplicity**: 1
**Calculated total energy**: -41933.5287 eV
**Total charge**: +1
**HOMO level**: -0.3861 hartree
**Kohn-Sham gap**: 5.3 eV
**ΔE to the lowest compared entry with this formula, charge and spin**: 851.24 kJ/mol

Atoms and positions in Å:
Y (-0.24431, -0.47976, 0.38661)
S (0.72507, 2.10821, 0.27178)
O (-0.20242, -0.02586, 3.41832)
O (-2.65787, 0.18147, 2.08495)
O (-0.10365, 0.00076, -2.57457)
O (0.76537, -3.56079, -3.66826)
O (-1.20226, -2.41198, 1.30975)
O (2.23985, -1.11894, -1.27409)
N (1.63182, -0.89257, -0.02254)
N (0.47059, -0.31927, 2.21650)
N (-0.89102, -0.15290, -1.42595)
N (-2.03589, 0.14855, 0.83047)
C (-2.80846, 0.57326, -0.29141)
C (2.57686, -0.41817, 3.58611)
C (1.52299, 3.69530, 0.68237)
C (1.73860, -0.49660, 2.30527)
C (3.95808, -0.89451, 0.93253)
C (-2.19447, 0.42382, -1.48868)
C (-0.47147, 2.89256, -0.87742)
C (-4.19856, 1.14549, -0.03049)
C (-2.74901, 0.79510, -2.86112)
C (0.14733, -3.66149, -2.44157)
C (2.43043, -0.77117, 0.97267)
H (-0.39822, 2.42888, -1.87636)
H (-4.83127, 0.39081, 0.43725)
H (-1.12116, 0.09116, 3.13492)
H (3.01012, 0.57521, 3.69936)
H (1.98270, -0.62039, 4.47726)
H (-1.82871, -1.67044, 1.05904)
H (0.83273, -3.60907, -1.60769)
H (2.11161, 4.07151, -0.17834)
H (0.78367, 4.42988, 1.06653)
H (1.37269, -4.30137, -3.76611)
H (2.24891, 3.50411, 1.49997)
H (-0.77849, -3.10966, -2.36146)
H (-3.78070, 1.13704, -2.83659)
H (1.48045, -1.37491, -1.83286)
H (-0.20745, -4.69075, -2.38066)
H (-0.21954, 3.95414, -1.07759)
H (-2.14443, 1.58800, -3.30239)
H (-0.39801, -1.94805, 1.70069)
H (-4.12565, 1.99504, 0.64904)
H (4.26809, -1.90504, 1.19688)
H (-1.48698, 2.90336, -0.43678)
H (4.44162, -0.19545, 1.61433)
H (4.36089, -0.67563, -0.05612)
H (-4.70155, 1.49024, -0.93056)
H (-2.70426, -0.07070, -3.52269)
H (3.38534, -1.14842, 3.58972)

Cartesian forces, eV/Å:
-1.3 -1.5 -3.0
-0.4 2.3 -1.1
2.3 -0.4 -0.6
1.6 0.0 -2.0
-1.8 -0.9 3.1
0.7 1.0 -1.2
1.3 1.1 -0.4
-0.1 -0.2 1.6
9.6 -2.4 -3.1
2.4 1.3 9.7
-4.4 3.9 -10.2
-10.7 3.8 1.0
-0.9 -0.3 6.3
-0.7 -0.3 -0.4
1.0 0.0 1.2
1.2 -0.1 0.8
-0.7 0.5 -0.3
4.2 -1.9 -4.4
-0.4 0.5 -0.7
0.8 -0.3 -0.4
0.3 0.0 0.9
-0.8 -2.4 0.4
1.3 -0.2 0.4
-0.3 -0.2 0.6
0.1 0.0 0.2
-1.7 0.2 -0.6
0.0 0.1 -0.1
-0.3 0.1 -0.2
-0.7 -1.3 1.2
0.2 0.8 0.6
-0.7 -0.3 0.4
0.4 -0.6 -0.5
-0.1 0.1 -0.1
-0.4 0.1 -0.4
0.2 0.9 -0.1
0.0 0.0 0.3
0.0 0.6 -0.6
-0.3 -0.3 0.5
0.2 -0.6 0.5
0.1 -0.1 -0.1
-1.8 -2.3 1.2
0.1 -0.2 0.2
-0.1 -0.1 0.1
0.6 -0.3 -0.4
-0.2 -0.1 0.2
-0.4 -0.1 -0.1
0.2 -0.1 -0.1
0.3 0.0 0.0
0.0 0.1 -0.3


The following is a quantum chemistry calculation of a structure of composition C11H27As3ClF5O5RhTe, from the Open Molecules 2025 dataset.

Properties
**E_LUMO (alpha / beta)**: -0.1721 / -0.3041 hartree
**Spin multiplicity**: 5
**Calculated total energy**: -240989.2100 eV
**Total charge**: +1
**HOMO level (alpha / beta)**: -0.4148 / -0.4605 hartree
**Kohn-Sham gap (alpha / beta)**: 6.6 / 4.3 eV
**ΔE to the lowest compared entry with this formula, charge and spin**: 29.01 kJ/mol

Atoms and positions in Å:
Te (1.40112, 1.56703, 3.55185)
Rh (0.26918, -1.40497, 2.67099)
As (-1.61344, -0.25309, 1.63818)
As (0.30547, 2.50960, -2.84715)
As (1.51994, -0.46177, 0.61945)
Cl (0.60302, -4.17771, 1.99122)
F (0.81869, 1.71406, 1.64132)
F (1.29909, 3.47288, 3.78971)
F (-0.53259, -0.59533, 4.36489)
F (3.08571, 1.85282, 2.82252)
F (2.42999, 1.32633, 5.29235)
O (0.55196, -3.92462, 0.52563)
O (-0.59566, -3.44009, 2.74094)
O (1.78202, -3.55096, 2.64256)
O (0.45743, -5.55587, 2.29474)
O (1.89516, -0.38583, 2.56267)
C (-1.09751, 2.71870, -4.29191)
C (1.39267, 1.09284, -3.73220)
C (-1.98099, -0.33539, -0.28887)
C (-0.64936, 1.60180, -1.26979)
C (-0.95297, 0.05724, -1.35213)
C (2.69562, 0.98625, -0.07192)
C (0.30736, -0.81012, -1.07233)
C (-1.60622, -0.25778, -2.71107)
C (-2.26994, 1.51588, 2.20626)
C (2.86249, -1.91780, 0.29371)
C (-3.14613, -1.42870, 2.09460)
H (-0.94285, -0.02016, -3.55568)
H (-3.25694, -1.51673, 3.15846)
H (-2.49664, 0.34683, -2.84323)
H (-4.00717, -0.83529, 1.73091)
H (2.41423, -2.87333, -0.01977)
H (3.25620, 0.59342, -0.95190)
H (-3.18134, 1.73324, 1.62133)
H (-2.23632, -1.40988, -0.45689)
H (0.09067, -1.89187, -0.92840)
H (-1.95576, 3.16175, -3.82786)
H (-2.38826, 1.31302, 3.29660)
H (2.08528, 1.87298, -0.34757)
H (0.89546, 0.24531, -4.20474)
H (-1.20771, 1.74570, -4.83619)
H (-1.48797, 2.24689, 2.00040)
H (3.43092, -2.13657, 1.22607)
H (-3.06475, -2.40144, 1.64049)
H (-0.67219, 3.41350, -5.01899)
H (-1.82079, -1.33259, -2.72714)
H (-0.15158, 1.82035, -0.30177)
H (-1.57327, 2.20120, -1.26340)
H (1.94280, 1.74747, -4.46863)
H (-2.89526, 0.20534, -0.49084)
H (3.28011, 1.38228, 0.77307)
H (2.09790, 0.69739, -3.00371)
H (1.04810, -0.73772, -1.87113)
H (3.56503, -1.48649, -0.43570)

Cartesian forces, eV/Å:
1.3 0.6 3.7
-1.7 -1.3 1.7
-1.5 -0.3 -0.4
-1.6 -3.3 -0.7
2.7 -0.9 -0.4
-1.1 0.4 1.3
-0.7 0.7 -1.0
0.0 -0.7 -0.4
0.1 -0.1 -0.9
0.0 0.2 0.0
-1.0 0.2 -2.0
-0.1 0.0 2.5
1.8 -0.5 -2.2
-1.1 -0.7 -1.5
0.4 0.6 -0.4
1.3 0.8 -2.0
1.6 0.1 -0.1
1.3 1.9 0.0
-0.2 -0.4 -0.1
-0.1 0.4 0.9
0.9 0.1 -0.2
-0.9 0.8 0.0
0.0 0.0 0.7
1.0 -0.4 0.0
0.4 -1.1 0.1
0.0 -0.1 0.6
-0.2 1.6 -0.3
-0.2 -0.3 0.3
0.2 -0.1 0.5
-0.4 -0.1 0.1
0.2 -0.6 0.0
0.1 0.7 -0.1
-0.2 0.2 0.9
0.3 -0.1 0.7
0.3 0.7 0.1
-0.2 0.7 -0.1
-0.6 -0.1 0.0
-0.3 0.7 -0.8
0.3 -0.7 -0.1
-0.4 0.5 0.0
-0.1 0.7 1.0
-0.2 0.0 0.2
-0.6 0.5 -0.5
0.1 -0.2 -0.2
-0.1 0.1 0.1
-0.2 0.3 -0.3
0.0 0.1 -0.7
0.1 -0.3 0.0
-0.3 -1.2 0.4
-0.4 0.3 0.2
0.2 -0.6 -0.5
0.2 0.2 -0.1
0.2 0.1 0.2
-0.4 -0.3 0.1


The following is a quantum chemistry calculation of a structure of composition C11H27AsBCl10F6LiMgNO10PS, from the Open Molecules 2025 dataset.

Properties
**E_LUMO**: -0.0964 hartree
**Spin multiplicity**: 1
**Calculated total energy**: -262616.0419 eV
**HOMO level**: -0.2615 hartree
**Kohn-Sham gap**: 4.5 eV

Atoms and positions in Å:
As (-5.06423, 2.33899, -0.60092)
Cl (0.92567, 3.64541, 5.97002)
Cl (0.13364, 3.73100, -2.75479)
Cl (1.53630, -6.92948, 2.36427)
Cl (1.06312, -5.40878, -0.05609)
Cl (0.16606, 1.20728, 7.28625)
Cl (-2.89486, 3.34361, -4.10186)
Cl (2.23890, -4.10787, 2.25970)
Cl (2.42314, 1.24818, 5.49879)
Cl (3.92165, 3.22239, 8.19425)
Cl (-0.25388, 1.49305, 4.44492)
S (1.46256, -1.11074, 1.05397)
P (-0.84697, 0.66857, -0.26042)
Mg (-7.37750, 4.19199, -1.99279)
F (-5.90236, 2.74431, -2.14160)
F (-3.80452, 3.41576, -1.04558)
F (-6.38027, 1.29337, -0.22612)
F (-4.25658, 1.04224, -1.39451)
F (-4.31021, 1.98713, 0.89128)
F (-5.95951, 3.68483, 0.07617)
O (3.78107, 3.91078, 6.92654)
O (4.81446, -7.92333, -3.53986)
O (4.81267, 2.09617, 8.02658)
O (-8.77776, 1.66648, -4.65767)
O (2.61907, 2.74398, 8.61863)
O (-1.42280, 2.17002, 0.04664)
O (0.13788, -1.78190, -2.24595)
O (4.45311, 4.12695, 9.17726)
O (3.05021, 2.88280, 2.32920)
O (3.20432, -2.89302, -3.42568)
N (3.60819, -7.84487, -1.64349)
C (2.19896, 1.80104, 2.01247)
C (0.81364, 1.92038, 5.81186)
C (2.59652, -2.18496, -2.64310)
C (4.18970, -7.26608, -2.73572)
C (-0.55848, 4.71686, -4.06878)
C (4.00263, -5.77247, -2.87111)
C (0.74486, -2.49885, -3.02146)
C (-2.04160, 4.88999, -3.86733)
C (1.09697, -5.36985, 1.69887)
C (1.87471, 1.76863, 0.52503)
C (-1.95103, -0.41155, 0.71893)
B (0.88263, 0.57357, 0.41910)
Li (0.51011, -2.45563, 3.27042)
H (-8.72656, 2.11507, -5.52791)
H (0.67594, -1.14825, 2.14658)
H (-1.43231, -1.25563, 1.16220)
H (3.30899, 2.77050, 3.24734)
H (-7.97205, 1.88741, -4.10588)
H (2.79113, 1.65141, -0.05757)
H (3.08639, -7.32983, -0.96104)
H (-0.33629, 4.23396, -5.01603)
H (2.66013, 0.85975, 2.30298)
H (-2.26621, 5.25748, -2.86902)
H (4.97782, -5.29128, -2.87700)
H (2.65935, -2.40554, -1.55696)
H (-0.05303, 5.68035, -4.04849)
H (-2.38961, 0.17800, 1.52014)
H (-9.58324, 1.94384, -4.15769)
H (1.24574, 1.89276, 2.53896)
H (0.10391, -5.11946, 2.04874)
H (2.67858, -1.08462, -2.72866)
H (-2.72519, -0.79649, 0.06674)
H (1.40490, 2.69185, 0.19477)
H (3.49673, -5.56010, -3.80890)
H (-2.44306, 5.59534, -4.59266)
H (0.68124, -2.29991, -4.10726)
H (-1.09568, 2.76034, -0.64274)
H (3.71643, -8.83757, -1.52790)
H (3.41351, -5.35605, -2.05439)
H (0.66228, -3.59973, -2.91468)

Cartesian forces, eV/Å:
1.0 -0.7 0.6
-0.2 0.1 -0.1
0.3 -0.1 0.0
0.0 0.1 0.0
0.0 0.1 0.0
-0.1 -0.1 -0.1
-0.1 0.0 0.0
-0.3 0.0 0.3
0.0 -0.1 0.0
0.2 0.0 0.0
-0.4 -0.2 0.0
0.4 -0.5 -0.2
0.5 -0.2 0.2
-0.1 -0.5 -0.2
-0.1 0.1 -0.3
-0.1 0.3 -0.1
-0.3 0.0 -0.1
0.0 -0.1 -0.2
-0.1 0.1 0.2
-0.4 0.3 -0.2
0.0 0.0 -0.1
0.0 0.0 -0.1
-0.1 -0.1 0.0
-0.1 -0.6 -0.2
0.0 0.0 -0.1
0.2 -0.1 0.1
0.8 0.3 0.4
0.0 0.0 0.0
-0.1 -0.1 -0.4
-0.9 -0.3 -0.5
0.0 -0.1 0.0
0.0 0.5 0.0
0.4 0.0 0.4
5.1 1.6 1.8
0.0 0.0 0.1
-0.1 0.2 0.0
-0.1 -0.2 0.2
-5.1 -1.6 -1.8
-0.1 0.1 -0.1
0.1 -0.3 -0.2
0.2 -0.4 -0.3
-0.1 0.3 0.0
-0.7 0.1 0.4
0.4 -0.2 0.1
0.0 0.2 0.1
-0.3 0.8 -0.4
0.3 -0.1 -0.1
0.1 0.2 0.3
0.2 0.5 0.4
0.1 -0.1 0.0
0.0 0.1 0.0
0.0 -0.1 0.1
0.1 -0.1 0.1
0.0 -0.1 0.1
0.0 0.0 -0.1
-1.0 -0.8 -0.1
0.0 0.0 0.1
-0.2 0.1 0.0
0.1 0.3 0.1
0.2 0.0 0.1
0.0 0.0 0.0
-1.0 0.0 -0.8
-0.3 0.0 0.1
-0.1 0.2 0.1
0.1 0.0 -0.1
0.1 0.0 -0.1
1.0 0.8 0.1
-0.3 0.2 -0.1
0.0 0.0 0.0
0.0 0.1 0.0
1.0 0.0 0.8


> spin multiplicity of number 3 (C11H27AsBCl10F6LiMgNO10PS)?

1


> Which formula does entry 1 have?

C11H26N4O6SY